C30H81CrN12O15 | ωB97M-V/def2-TZVPD

The geometry in ORCA input format:
```
! wB97M-V def2-TZVPD RIJCOSX def2/J DEFGRID3
* xyz 0 6
Cr 1.919 4.048 -0.042
C 0.562 0.287 0.511
C 0.846 1.724 0.220
O 0.858 2.540 1.139
O 1.202 2.103 -0.889
H -0.299 -0.079 -0.047
H 0.210 0.330 1.542
H 1.424 -0.365 0.368
C 0.553 6.176 1.943
O 1.284 5.275 1.542
N -0.041 6.232 3.121
N 0.161 7.200 1.212
H 0.291 5.518 3.754
H -0.637 7.019 3.334
H -0.540 7.802 1.620
H 0.412 7.280 0.237
C -1.314 1.802 3.922
O -0.340 1.151 4.303
N -1.133 2.904 3.171
N -2.572 1.637 4.289
H -0.357 2.803 2.532
H -2.005 3.269 2.817
H -3.307 2.271 4.010
H -2.726 0.947 5.010
C 1.886 -3.583 -0.188
O 1.981 -4.023 -1.312
N 2.715 -2.802 0.439
N 0.987 -4.062 0.682
H 3.534 -2.370 0.037
H 2.347 -2.565 1.349
H 1.001 -3.592 1.576
H 0.250 -4.604 0.255
C 4.480 4.084 -2.102
O 3.526 3.878 -1.383
N 4.590 4.718 -3.268
N 5.591 3.452 -1.934
H 5.448 4.674 -3.799
H 3.773 5.079 -3.739
H 5.703 2.723 -1.243
H 6.457 3.581 -2.437
C -2.422 3.878 0.205
O -3.209 2.743 0.511
C -3.112 1.568 -0.279
C -3.818 1.824 -1.588
N -5.341 1.598 -1.531
C -6.103 2.716 -0.942
C -7.638 2.577 -1.264
O -7.988 3.153 -2.483
C -9.321 2.998 -2.963
H -2.894 4.742 0.674
H -2.274 4.052 -0.861
H -1.539 3.805 0.840
H -3.586 0.685 0.150
H -2.066 1.293 -0.418
H -3.380 1.194 -2.362
H -3.536 2.817 -1.939
H -5.646 1.454 -2.483
H -5.725 3.601 -1.455
H -5.945 3.019 0.093
H -8.192 3.095 -0.481
H -7.948 1.533 -1.231
H -9.441 3.158 -4.034
H -9.878 3.738 -2.387
H -9.756 2.028 -2.723
C 2.330 -8.151 2.492
O 0.957 -7.858 2.312
C 0.574 -8.203 0.975
C -0.892 -7.773 0.688
N -1.106 -6.332 0.524
C -2.563 -5.966 0.443
C -2.607 -4.500 0.058
O -2.143 -3.570 1.030
C -2.541 -2.298 0.674
H 3.109 -7.507 2.083
H 2.668 -9.121 2.127
H 2.387 -8.221 3.578
H 0.726 -9.265 0.778
H 1.241 -7.727 0.257
H -1.584 -7.963 1.508
H -1.233 -8.320 -0.191
H -0.672 -5.840 1.292
H -3.221 -6.169 1.288
H -3.001 -6.607 -0.322
H -3.668 -4.369 -0.155
H -2.070 -4.383 -0.884
H -2.033 -1.898 -0.203
H -2.191 -1.663 1.488
H -3.629 -2.250 0.723
C -0.633 -5.206 4.685
O 0.324 -4.197 4.345
C -0.300 -3.104 3.685
C 0.505 -1.788 3.742
N 1.822 -1.999 3.166
C 2.620 -0.789 3.305
C 3.054 -0.438 4.769
O 3.859 -1.506 5.297
C 5.137 -1.608 4.575
H -1.548 -4.778 5.094
H -0.259 -6.052 5.262
H -0.927 -5.687 3.752
H -1.338 -2.872 3.926
H -0.316 -3.419 2.642
H 0.457 -1.434 4.772
H -0.033 -1.116 3.073
H 2.197 -2.673 3.818
H 2.032 0.111 3.121
H 3.453 -0.703 2.607
H 2.184 -0.385 5.423
H 3.641 0.481 4.752
H 4.954 -1.929 3.550
H 5.713 -2.467 4.919
H 5.743 -0.701 4.570
C 3.728 -2.245 -4.287
O 3.620 -0.830 -4.494
C 2.619 -0.268 -3.683
C 2.601 1.239 -3.956
N 2.289 1.522 -5.315
C 2.688 2.939 -5.692
C 1.939 4.022 -4.908
O 2.664 5.211 -5.138
C 2.283 5.849 -6.265
H 4.663 -2.573 -4.740
H 2.938 -2.718 -4.871
H 3.641 -2.575 -3.252
H 2.804 -0.364 -2.613
H 1.630 -0.667 -3.905
H 3.541 1.720 -3.686
H 1.870 1.709 -3.298
H 1.309 1.429 -5.539
H 2.658 3.162 -6.758
H 3.761 3.062 -5.546
H 1.719 3.894 -3.848
H 0.872 3.915 -5.101
H 3.186 6.427 -6.464
H 1.449 6.544 -6.164
H 2.173 5.254 -7.171
O -0.722 1.958 -2.965
H -1.075 2.847 -3.007
H 0.009 2.019 -2.350
*
```

HOMO level (spin up / spin down), eV: -5.35 / -8.06
Total energy, eV: -109433.7742
LUMO level (spin up / spin down), eV: 0.2 / -0.1
Gap between HOMO and LUMO (spin up / spin down), eV: 5.502 / 8.001

Atom charges from the Mulliken analysis, given in e for atoms 1 to 99: number 1, Cr, carries 0.34; number 2, C, carries 0.75; number 3, C, carries 1.25; number 4, O, carries -1.00; number 5, O, carries -0.72; number 6, H, carries 0.02; number 7, H, carries -0.85; number 8, H, carries 0.37; number 9, C, carries 0.75; number 10, O, carries -0.69; number 11, N, carries -0.44; number 12, N, carries -0.41; number 13, H, carries 0.26; number 14, H, carries 0.15; number 15, H, carries 0.13; number 16, H, carries 0.19; number 17, C, carries 0.63; number 18, O, carries -0.60; number 19, N, carries -0.13; number 20, N, carries -0.39; number 21, H, carries -0.04; number 22, H, carries 0.18; number 23, H, carries 0.16; number 24, H, carries 0.23; number 25, C, carries 0.60; number 26, O, carries -0.74; number 27, N, carries -0.13; number 28, N, carries -0.06; number 29, H, carries 0.27; number 30, H, carries 0.28; number 31, H, carries 0.07; number 32, H, carries -0.04; number 33, C, carries 0.56; number 34, O, carries -0.49; number 35, N, carries -0.26; number 36, N, carries -0.40; number 37, H, carries 0.17; number 38, H, carries 0.25; number 39, H, carries 0.22; number 40, H, carries 0.14; number 41, C, carries -0.15; number 42, O, carries -0.39; number 43, C, carries 0.30; number 44, C, carries -0.84; number 45, N, carries -0.48; number 46, C, carries -0.37; number 47, C, carries -0.79; number 48, O, carries -0.29; number 49, C, carries -0.71; number 50, H, carries 0.26; number 51, H, carries 0.31; number 52, H, carries -0.34; number 53, H, carries 0.33; number 54, H, carries -0.35; number 55, H, carries 0.60; number 56, H, carries 0.35; number 57, H, carries 0.28; number 58, H, carries 0.31; number 59, H, carries 0.31; number 60, H, carries 0.43; number 61, H, carries 0.37; number 62, H, carries 0.24; number 63, H, carries 0.29; number 64, H, carries 0.29; number 65, C, carries -0.88; number 66, O, carries -0.24; number 67, C, carries -0.67; number 68, C, carries -0.73; number 69, N, carries -0.17; number 70, C, carries -1.01; number 71, C, carries -0.67; number 72, O, carries -0.02; number 73, C, carries -1.07; number 74, H, carries 0.31; number 75, H, carries 0.35; number 76, H, carries 0.28; number 77, H, carries 0.49; number 78, H, carries 0.35; number 79, H, carries 0.43; number 80, H, carries 0.34; number 81, H, carries 0.02; number 82, H, carries 0.41; number 83, H, carries 0.50; number 84, H, carries 0.49; number 85, H, carries 0.32; number 86, H, carries 0.45; number 87, H, carries 0.17; number 88, H, carries 0.48; number 89, C, carries -0.55; number 90, O, carries -0.39; number 91, C, carries -0.47; number 92, C, carries 0.87; number 93, N, carries 0.03; number 94, C, carries -0.58; number 95, C, carries -0.77; number 96, O, carries -0.40; number 97, C, carries -0.72; number 98, H, carries 0.36; number 99, H, carries 0.28